[1]
{"formula": "C3H4O", "method": "ωB97M-V/def2-TZVPD", "spin_multiplicity": 3, "homo_energy_ev": [-7.636, -9.874], "symbols": ["C", "H", "C", "H", "H", "C", "H", "O"], "positions_angstrom": [[0.157162, 0.521696, -0.409630], [0.278842, 1.235148, -1.113409], [1.271356, -0.065458, 0.103096], [1.688444, -0.721286, 0.819236], [-2.662638, -0.919652, 0.598454], [-1.576118, -0.771674, 0.619037], [2.082006, 0.530020, -0.328034], [-1.239056, 0.191204, -0.288752]], "forces_ev_per_angstrom": [[-0.774, -4.152, 2.740], [0.019, 2.262, -2.040], [-0.601, 2.873, -1.788], [-0.950, -1.030, 0.736], [0.369, -0.589, 0.647], [-0.870, 1.334, -1.496], [0.144, -0.289, 0.103], [2.664, -0.409, 1.098]]}



[2]
{"formula": "C38H53AuN4PSTe", "method": "ωB97M-V/def2-TZVPD", "total_charge": 1, "spin_multiplicity": 3, "homo_energy_ev": [-8.932, -10.106], "symbols": ["H", "H", "H", "C", "C", "N", "H", "H", "C", "H", "C", "C", "S", "C", "C", "C", "H", "H", "C", "H", "C", "C", "Te", "H", "H", "P", "C", "H", "C", "C", "C", "H", "C", "C", "H", "H", "H", "C", "C", "C", "H", "H", "N", "C", "H", "H", "H", "C", "H", "H", "H", "H", "C", "H", "C", "H", "H", "H", "H", "C", "H", "H", "H", "H", "H", "H", "H", "Au", "C", "H", "H", "H", "C", "C", "C", "H", "C", "H", "C", "H", "C", "H", "H", "H", "C", "H", "C", "H", "C", "H", "N", "H", "C", "C", "C", "N", "H", "H", "H"], "positions_angstrom": [[3.933813, 3.219574, -1.139678], [1.894791, -3.518794, 0.057379], [-2.434120, 0.573348, 3.853784], [-0.221469, -2.109534, 3.375211], [-0.973818, -2.893953, 4.233861], [-0.658199, -0.940639, -2.340812], [0.122305, 3.634275, -1.466599], [-1.195442, -2.543093, 5.234378], [4.083908, -0.942985, 3.732484], [-4.960572, -0.540065, 1.329542], [1.601667, -2.553032, -0.352489], [0.299693, -1.142517, -5.859819], [6.110792, 3.498394, 2.433106], [5.107264, 3.980423, 1.226239], [1.778845, 2.340221, 1.857080], [-4.403434, 5.169169, -0.984942], [3.004003, 0.638655, -3.168164], [-5.218428, 0.571129, 2.683374], [-2.228562, 5.998365, -1.491243], [-3.473270, 1.441687, 1.115205], [-1.743292, 4.704729, -1.614557], [-2.615761, 3.627743, -1.414812], [-1.909996, 1.638691, -1.701385], [2.261016, -2.060332, 3.733629], [-5.912318, 2.982266, -1.357001], [1.024078, -1.458784, 0.990850], [-3.559679, 6.252708, -1.175064], [-0.221535, 4.276958, -3.078543], [-3.211225, 0.656456, 1.832631], [2.908781, -1.415212, 3.156685], [4.667324, 0.158444, 1.681112], [-5.151063, 2.597194, 0.182445], [-1.457021, -4.124967, 3.803557], [-0.302819, 4.483430, -2.006974], [2.461408, -2.091844, -0.833893], [-5.001617, 7.717730, -0.520960], [6.272554, 5.450644, 0.469965], [-1.202432, -4.551901, 2.510488], [3.482246, -0.282156, 1.117245], [-0.426289, -3.776816, 1.655448], [-2.271084, -2.705234, -3.315602], [0.029042, -2.191141, -5.946249], [1.350043, 2.025008, 0.626434], [1.032744, 0.363693, -4.029415], [2.848994, -0.817940, -4.157805], [-4.264940, 8.062127, -2.085414], [2.105032, -0.764345, -2.549468], [3.781750, 3.322218, 1.011618], [0.108260, -1.125010, 3.690203], [1.780710, 2.025691, -1.386611], [3.243921, -0.017242, 0.091107], [4.308724, -1.191062, 4.762419], [-0.510638, -0.308782, -6.844965], [-2.694218, -0.759461, 0.271228], [-0.664580, -1.326962, -3.575167], [-0.965065, -3.329804, -4.326414], [-3.253056, 2.092379, 3.465057], [-5.446200, 5.343941, -0.736726], [-0.255051, 0.749559, -6.763761], [-4.492356, -0.094967, 2.210742], [-0.245029, -4.122632, 0.645296], [5.356850, 0.761161, 1.102142], [-1.601546, -5.497062, 2.163399], [1.232582, 1.004336, -4.888730], [-1.581199, -0.414927, -6.661728], [-1.975270, -1.123770, 1.842864], [-4.259644, -0.902510, 2.911370], [-0.442993, 0.619426, 0.546282], [-4.071654, 7.666506, -1.085597], [3.315430, 3.175082, 3.100994], [0.814876, -2.674976, -1.095944], [-1.634263, 1.777145, 2.825864], [2.330697, -0.178208, -3.441502], [4.960755, -0.154986, 3.002880], [2.132070, 2.334538, -0.408190], [4.743546, 5.279899, -0.323593], [3.334946, 3.000423, -0.264385], [0.511948, 0.955381, -3.278583], [-2.246591, -0.314249, 1.167567], [-3.340555, 8.321309, -0.610417], [-3.960666, 3.853713, -1.106206], [0.302488, 5.363634, -1.790253], [-1.307631, -1.496589, -1.793365], [-1.551418, 6.832286, -1.652999], [-2.597470, 1.316327, 3.065644], [1.124262, 2.072503, 2.679014], [0.093218, -2.561770, 2.088728], [-0.303013, -0.629479, -7.867369], [-1.548738, -2.439853, -4.083874], [-2.094678, -2.137421, -4.978681], [5.418031, 4.934531, 0.338159], [-2.043732, -4.741132, 4.472988], [-4.960775, 2.741517, -0.882991], [2.586775, -1.071867, 1.847974], [2.986697, 2.966410, 2.091816], [0.134253, -0.699655, -4.474303], [-4.619808, 1.786614, -1.288302], [1.361049, -1.069137, -6.103822], [5.867946, 0.222126, 3.457513]], "forces_ev_per_angstrom": [[-0.026, -0.022, 0.005], [0.077, 0.000, 0.012], [0.029, 0.032, -0.048], [-0.041, -0.047, -0.070], [0.015, 0.033, -0.028], [0.202, -0.172, -0.017], [0.009, 0.046, 0.023], [0.012, -0.002, -0.037], [0.009, 0.011, 0.001], [-0.004, 0.016, 0.042], [-0.217, 0.038, -0.054], [-0.154, 0.198, 0.062], [-0.092, 0.075, -0.045], [0.072, -0.111, 0.108], [-0.068, 0.075, -0.070], [-0.016, -0.018, 0.007], [-0.008, -0.041, -0.025], [0.022, -0.030, 0.003], [0.022, -0.002, 0.017], [0.037, 0.015, 0.009], [0.142, -0.021, -0.006], [-0.053, -0.045, 0.017], [-0.193, 0.330, 0.070], [-0.031, 0.042, 0.005], [0.015, -0.006, -0.003], [-0.002, -0.068, 0.200], [-0.021, 0.053, -0.002], [0.018, -0.023, 0.024], [0.066, -0.090, 0.044], [0.033, 0.002, 0.013], [-0.018, -0.093, -0.052], [0.001, -0.008, -0.011], [-0.021, 0.025, -0.004], [-0.176, 0.031, -0.007], [-0.001, 0.006, 0.013], [0.015, -0.002, -0.003], [0.045, -0.034, -0.049], [0.032, -0.040, -0.030], [0.057, -0.177, 0.023], [0.002, -0.008, 0.005], [0.010, -0.006, 0.002], [0.051, -0.040, 0.011], [0.099, -0.090, 0.059], [-0.050, -0.203, 0.014], [0.021, 0.022, 0.021], [-0.008, 0.003, 0.027], [0.027, 0.037, -0.043], [0.072, 0.029, -0.005], [0.008, -0.039, 0.050], [-0.003, 0.009, 0.029], [0.054, -0.009, 0.034], [0.019, -0.044, -0.044], [0.033, -0.021, -0.008], [-0.029, -0.011, 0.091], [-0.038, 0.027, 0.012], [-0.003, 0.027, -0.009], [0.007, -0.033, 0.031], [0.035, 0.003, -0.018], [-0.023, -0.034, -0.007], [0.007, 0.050, -0.061], [0.033, -0.036, 0.043], [-0.028, -0.018, 0.037], [0.021, 0.034, 0.009], [-0.008, 0.027, -0.008], [0.031, 0.017, 0.002], [-0.014, 0.006, 0.055], [-0.037, 0.041, -0.012], [0.168, -0.190, 0.108], [0.048, -0.075, -0.028], [-0.016, -0.012, -0.028], [0.040, -0.010, -0.016], [-0.040, 0.024, 0.023], [-0.065, -0.002, 0.012], [-0.027, 0.013, -0.004], [-0.083, 0.025, -0.016], [-0.010, 0.041, 0.034], [0.053, -0.001, -0.072], [-0.038, 0.086, -0.020], [-0.036, 0.006, -0.364], [-0.021, -0.014, 0.001], [-0.059, -0.091, 0.004], [-0.001, -0.019, -0.002], [-0.093, 0.001, -0.046], [-0.025, -0.037, 0.015], [-0.031, -0.013, -0.015], [0.042, -0.017, -0.050], [-0.009, 0.157, 0.136], [-0.027, 0.027, 0.026], [0.019, 0.036, -0.015], [0.033, -0.032, 0.024], [-0.082, 0.046, -0.014], [0.001, 0.024, -0.024], [0.125, 0.138, -0.005], [0.004, 0.220, -0.098], [-0.061, 0.086, 0.066], [0.145, -0.041, -0.079], [-0.032, -0.018, -0.017], [0.032, -0.054, 0.016], [-0.025, -0.021, -0.014]]}



[3]
{"formula": "C23H46BrN7O4P2", "method": "ωB97M-V/def2-TZVPD", "smiles": "C[C@H](Br)Cc1ccc2c(c1)C(=O)NC2=O.CN(C)P(=O)(N(C)C)N(C)C.CN(C)P(=O)(N(C)C)N(C)C", "spin_multiplicity": 1, "homo_energy_ev": -8.017, "symbols": ["C", "C", "P", "H", "C", "O", "H", "C", "H", "H", "H", "N", "C", "C", "H", "H", "C", "C", "H", "H", "C", "C", "N", "H", "O", "C", "H", "C", "C", "O", "N", "H", "H", "H", "H", "N", "H", "H", "P", "H", "C", "H", "C", "H", "C", "H", "H", "H", "H", "H", "H", "H", "N", "H", "C", "O", "C", "H", "H", "Br", "N", "H", "H", "C", "H", "H", "H", "H", "N", "H", "H", "H", "C", "H", "H", "H", "C", "H", "H", "H", "H", "C", "C"], "positions_angstrom": [[-1.379751, 1.581851, -5.840922], [-0.574249, -1.637231, 4.529471], [3.026668, 0.285433, 0.263441], [3.450337, -1.399376, -3.019458], [1.985394, 2.451653, -0.877418], [-4.557428, -2.711255, 7.337630], [-4.214432, 2.032161, -1.441761], [-0.619636, -2.404359, 3.147390], [0.813729, -0.458031, -1.756569], [1.096308, -0.138739, 4.001129], [0.369238, 3.161514, -4.674612], [4.716488, 0.369773, 0.636911], [-4.397075, 2.794034, -2.205265], [0.637860, -0.650920, 4.913532], [2.000303, 3.183734, -1.690963], [-3.481150, -1.295978, -4.279110], [-4.140246, 3.431147, -4.473523], [-2.856317, -2.772587, 5.385338], [5.280238, -1.638404, 0.203850], [4.378444, 3.064112, 0.310126], [4.341924, 2.624894, -0.691557], [-2.873270, -3.532491, 4.029301], [-4.728975, -4.313103, 5.500703], [1.470938, -2.093931, -1.983389], [-0.593981, 1.628683, -2.875507], [-0.639402, 3.573019, -4.778663], [-1.928163, -3.968112, 1.971605], [1.482961, -3.127809, 5.634924], [-1.676218, -1.809736, 5.637411], [-4.551298, -5.144945, 3.169985], [-3.763365, 2.417152, -3.483937], [0.229726, -2.220512, 2.393570], [1.030684, -1.542147, -0.378609], [5.823902, -0.421051, -0.972651], [-3.942907, 3.091466, -5.490283], [-2.534666, 0.303670, -3.300362], [2.837180, 0.261235, -3.034771], [4.920036, -0.429161, 2.606920], [-2.066052, 1.960341, -3.187648], [1.126868, 1.799110, -1.060265], [-4.171924, -4.443854, 4.133181], [-0.968675, 2.086457, -6.722621], [4.990427, 0.521014, 2.068477], [5.990987, 0.936854, 2.224728], [-1.816376, -3.356162, 2.921710], [2.371173, -3.627415, 6.185649], [-0.804649, 4.277344, -3.957067], [-0.685652, 4.151940, -5.706588], [-4.603082, -0.120683, -3.576728], [1.811606, 2.976379, 0.068128], [-4.002808, 3.744032, -1.830333], [-1.631581, -1.257003, 6.635983], [3.237648, 1.671534, -0.835043], [5.302598, 2.162938, -0.920058], [-4.110146, -3.186495, 6.266818], [2.821781, -0.902603, 1.228807], [-3.638087, -0.229413, -4.087294], [4.241897, 3.442606, -1.414396], [-3.628576, 4.383133, -4.302119], [1.763025, -1.090127, 7.692391], [-1.668258, 2.529269, -4.774394], [-3.359330, -0.206478, -1.409608], [-1.594063, -0.159746, -1.451180], [1.472559, -1.219803, -1.326005], [0.239747, 0.191737, 5.597288], [-0.672222, 0.805959, -5.534065], [-3.730884, 0.239065, -5.065011], [4.440687, -0.105024, -2.402142], [2.831527, -0.703362, -1.136513], [0.549425, -3.488427, 6.210826], [-5.483486, 2.878733, -2.310223], [2.742013, -1.306581, 5.236112], [1.731403, -1.548724, 5.736617], [1.498807, -3.537988, 4.568669], [-5.219643, 3.618520, -4.442086], [4.281737, 1.221263, 2.522318], [5.638283, -0.611587, 0.084698], [-2.293579, 1.107090, -6.199083], [-4.497265, -5.214481, 5.965601], [-2.435186, -1.504908, -2.196294], [6.626023, -0.539959, 0.554234], [-2.483293, -0.425207, -2.029926], [3.414765, -0.464943, -2.449451]], "forces_ev_per_angstrom": [[-0.255, -0.380, 0.052], [-2.235, -0.917, -0.238], [5.695, -5.119, -2.994], [-0.167, -0.070, 0.223], [-0.539, -0.040, -0.549], [1.941, -2.113, -4.295], [0.128, -0.045, -0.048], [-2.980, -0.152, 3.400], [-0.059, -0.025, -0.234], [-0.515, -1.072, 1.149], [0.037, 0.029, 0.092], [1.379, 0.717, 0.518], [-0.511, -0.405, 0.332], [-0.966, -0.751, 0.662], [0.069, -0.143, 0.091], [0.192, 0.069, 0.202], [0.080, 0.298, -0.514], [3.026, 0.709, -2.829], [0.022, -0.109, -0.019], [0.155, 0.066, -0.106], [0.552, 0.129, 0.132], [1.020, 2.076, 2.009], [1.049, -0.280, -0.402], [0.117, 0.090, -0.051], [-1.105, 2.102, 3.520], [-0.266, 0.082, 0.264], [0.196, 0.976, 1.411], [1.005, -0.523, 1.116], [-0.686, -1.864, -2.916], [0.552, 1.983, 4.003], [0.326, 2.355, 2.254], [-1.560, -0.416, 1.240], [0.221, 0.088, -0.012], [-0.126, -0.115, -0.084], [0.299, 0.003, 0.238], [-0.353, -0.674, 0.752], [-0.003, -0.013, -0.087], [-0.080, 0.003, 0.069], [1.589, -4.613, -6.467], [0.039, -0.055, -0.044], [1.633, -0.142, -2.766], [0.027, 0.199, 0.314], [-0.261, 0.244, -0.133], [-0.021, -0.035, -0.146], [0.228, 1.470, 2.832], [-1.339, 0.808, -0.912], [0.074, -0.034, 0.011], [-0.100, -0.128, -0.007], [-0.063, -0.055, -0.022], [0.030, 0.181, -0.123], [-0.217, 0.035, 0.012], [0.164, -0.751, -1.711], [-1.672, 2.034, 2.211], [-0.191, -0.164, 0.279], [0.152, 0.920, 0.793], [-3.280, 2.541, 1.340], [-0.410, 0.359, -0.021], [-0.495, -0.110, 0.031], [-0.107, 0.012, -0.165], [0.051, -0.086, -1.196], [0.001, 0.996, -1.178], [-0.161, -0.176, 0.044], [-0.074, 0.094, -0.193], [-0.145, -0.365, 0.459], [0.579, -1.464, -1.108], [0.062, -0.092, -0.032], [0.077, 0.172, 0.135], [-0.096, 0.086, 0.188], [-0.883, -0.342, -0.612], [1.361, 0.816, -1.173], [0.166, 0.004, -0.092], [-1.401, -0.377, 1.378], [-0.042, -0.401, -1.896], [-0.194, 0.847, 1.419], [0.052, -0.152, 0.477], [-0.011, -0.065, 0.037], [-0.144, -0.124, -0.407], [-0.006, -0.162, 0.099], [-0.914, 0.746, -0.094], [-0.100, 0.070, -0.109], [-0.268, 0.159, 0.203], [0.668, -0.002, 0.128], [-0.012, 0.552, -0.134]]}